(1)
DFT (ωB97M-V/def2-TZVPD) results for the molecule CH3IOS2 at a distorted geometry.

The geometry in XYZ format:
```
8
Properties=species:S:1:pos:R:3:forces:R:3
C -1.321 -0.121 0.215 0.366 -1.120 2.495
O 0.902 -0.240 -1.544 -1.790 0.490 -4.099
S 0.200 0.399 1.150 0.306 0.075 -0.886
S 1.512 -0.512 -0.319 1.611 0.035 4.166
I 3.343 1.165 -0.032 -0.008 -0.196 0.132
H -1.239 -1.260 0.446 -1.012 1.914 -1.199
H -1.300 0.223 -0.842 -0.236 -0.393 1.005
H -2.097 0.348 0.925 0.763 -0.805 -1.614
```
Forces are in eV/Å.

Computed properties:
frontier orbital gap	8.28	eV
LUMO energy	-0.98	eV
multiplicity	1
electronic energy	-32903.0986	eV

Löwdin population analysis, charges in e, atoms 1 to 4: C -0.452; O -0.629; S 0.411; S 0.176


(2)
DFT (ωB97M-V/def2-TZVPD) results for CH3InN2O5 as an isolated structure at a distorted geometry.

The geometry in XYZ format:
```
12
Properties=species:S:1:pos:R:3:forces:R:3
In 2.452 -0.681 -0.281 -0.277 0.100 0.458
N 1.458 -1.036 -4.072 1.554 0.335 0.329
O 0.633 -1.435 -4.807 -0.907 -0.251 -0.593
O 1.176 -0.607 -2.938 -0.109 -0.171 -0.146
O 2.653 -1.021 -4.362 -0.613 0.009 0.237
C -1.475 1.221 2.350 -1.179 1.620 0.672
N -0.791 -0.058 2.299 -0.873 -0.310 1.175
O -1.114 -0.827 3.200 1.310 0.365 -1.959
O 0.037 -0.259 1.409 0.218 -0.741 0.237
H -2.152 1.188 3.204 0.185 -0.042 0.078
H -2.106 1.473 1.498 0.378 -0.629 -0.449
H -0.771 2.040 2.500 0.312 -0.284 -0.039
```
Forces are in eV/Å.

Computed properties:
net charge	+2
frontier orbital gap	2.27	eV
LUMO energy	-16.05	eV
multiplicity	1
electronic energy	-19444.7094	eV

Löwdin population analysis, charges in e, atoms 1 to 4: In 1.312; N -0.514; O 0.445; O 0.156


(3)
DFT (ωB97M-V/def2-TZVPD) results for CH3MgO2Y as an isolated structure at a distorted geometry.

The geometry in XYZ format:
```
8
Properties=species:S:1:pos:R:3:forces:R:3
O 1.659 1.328 0.869 -0.923 -0.533 -0.696
C 0.746 1.732 -0.088 1.540 1.721 0.865
O -0.224 0.731 -0.256 -2.267 -3.923 -1.299
H 1.240 1.961 -1.060 -0.302 -0.296 0.246
H 0.188 2.642 0.228 0.239 -0.285 -0.099
Mg 0.879 -0.442 1.136 1.584 0.033 1.992
Y -1.281 -1.044 -1.024 0.787 2.218 0.422
H 1.404 -1.885 2.640 -0.658 1.066 -1.430
```
Forces are in eV/Å.

Computed properties:
frontier orbital gap (spin up / spin down)	6.24 / 6.24	eV
LUMO energy (spin up / spin down)	-1.18 / -1.18	eV
multiplicity	1
electronic energy	-11665.0080	eV

Löwdin population analysis, charges in e, atoms 1 to 4: O -0.366; C -0.554; O -0.678; H 0.113